No. 1
{
  "formula": "C24H30BCl36F10NO3PS",
  "method": "the ωB97M-V functional and the def2-TZVPD basis",
  "species": ["Cl", "Cl", "Cl", "Cl", "Cl", "Cl", "Cl", "Cl", "Cl", "Cl", "Cl", "Cl", "Cl", "Cl", "Cl", "Cl", "Cl", "Cl", "Cl", "Cl", "Cl", "Cl", "Cl", "Cl", "Cl", "Cl", "Cl", "Cl", "Cl", "Cl", "Cl", "Cl", "Cl", "Cl", "Cl", "Cl", "S", "P", "F", "F", "F", "F", "F", "F", "F", "F", "F", "F", "O", "O", "O", "N", "C", "C", "C", "C", "C", "C", "C", "C", "C", "C", "C", "C", "C", "C", "C", "C", "C", "C", "C", "C", "C", "C", "C", "C", "B", "H", "H", "H", "H", "H", "H", "H", "H", "H", "H", "H", "H", "H", "H", "H", "H", "H", "H", "H", "H", "H", "H", "H", "H", "H", "H", "H", "H", "H", "H"],
  "xyz": [[-3.643, -1.083, -8.979], [8.756, 7.501, -7.141], [7.813, 5.755, -9.235], [1.384, 9.974, -6.142], [5.997, 7.614, -7.974], [-1.184, -6.134, -6.187], [-2.921, -3.240, -10.758], [3.356, 8.192, -7.275], [0.632, -5.372, -4.097], [1.600, -10.353, -2.644], [1.583, -3.270, 9.767], [1.197, -2.918, 6.921], [2.418, 5.870, 1.667], [-4.432, -3.790, -8.360], [5.154, 6.664, 2.161], [0.669, -3.944, -6.602], [4.507, 3.891, 1.681], [-4.236, 6.283, -5.249], [-0.548, 2.436, -5.003], [-1.662, -3.022, -8.167], [-2.338, 5.769, -3.136], [1.667, -8.856, -5.110], [-1.570, -3.642, -4.780], [-1.580, 5.359, -5.886], [4.346, 5.801, -0.475], [1.021, -5.553, 8.087], [-0.240, -10.996, -4.773], [1.580, 0.996, -3.689], [-2.027, 8.068, -4.837], [-1.038, -3.597, 8.598], [8.078, 8.587, -9.728], [-0.935, 1.432, -2.342], [-0.791, -0.403, -4.584], [2.772, 8.093, -4.450], [0.820, 7.154, -6.349], [-0.547, -8.540, -3.289], [-0.698, 3.804, 1.334], [-0.958, -2.436, 3.309], [-4.650, 3.022, 1.867], [-2.618, 4.175, 3.109], [1.631, -0.241, -0.444], [-1.010, 4.467, -0.073], [0.832, 3.805, 0.952], [-0.513, 5.261, 1.959], [-0.321, 3.172, 2.718], [-0.841, 2.392, 0.656], [-3.042, 4.936, 1.155], [-3.470, 2.452, 0.160], [-2.330, -0.805, 5.327], [2.955, -6.013, 0.843], [1.195, -5.855, 2.235], [-0.346, 0.389, 4.512], [-3.486, 0.157, 1.465], [0.514, -1.660, 2.298], [-3.162, -2.783, -9.065], [2.520, -5.757, 1.980], [2.081, 8.350, -6.054], [-2.512, 3.881, 1.808], [0.354, -0.479, 0.030], [-2.535, 6.380, -4.778], [0.691, -3.832, 8.339], [0.264, -0.351, 1.556], [7.661, 7.363, -8.520], [-3.066, 1.359, 2.299], [0.828, -0.108, 5.292], [-0.364, -4.771, -5.409], [3.499, -5.400, 3.081], [-3.377, 2.647, 1.487], [-0.615, -4.178, 2.495], [4.103, 5.557, 1.261], [-3.523, -1.208, 2.205], [0.642, -4.793, 3.068], [-0.903, 1.509, 5.283], [0.618, -9.681, -3.951], [-0.164, 1.102, -3.896], [-2.298, -2.099, 1.949], [-1.250, -0.787, 4.402], [-0.700, 0.118, 1.729], [1.125, 0.638, 6.028], [-0.244, 2.376, 5.270], [-4.356, -1.687, 1.679], [1.358, -4.012, 3.312], [0.828, -2.418, 1.578], [0.019, -2.820, 4.374], [4.509, -5.632, 2.774], [-0.628, -4.164, 1.403], [-1.905, 1.799, 4.971], [-4.485, 0.367, 1.083], [1.701, -0.282, 4.667], [-3.656, 1.460, 3.203], [3.456, -4.323, 3.236], [3.272, -5.884, 4.029], [0.364, -5.252, 4.018], [1.361, -1.577, 2.979], [-3.005, -0.153, 5.112], [0.004, -1.454, -0.309], [-2.016, -3.049, 4.122], [-2.002, 1.380, 2.529], [-2.693, -3.103, 1.772], [1.070, 0.343, 1.796], [-1.439, -4.836, 2.792], [-1.002, 1.223, 6.338], [-2.862, 0.025, 0.586], [-3.909, -1.145, 3.223], [-0.337, 0.267, -0.370], [0.565, -0.991, 5.886], [-1.920, -1.857, 0.948]],
  "atomic_forces_ev_per_a": [[0.003, -0.031, -0.008], [-0.017, 0.002, -0.014], [-0.003, 0.025, 0.008], [0.015, -0.012, -0.010], [0.697, -0.150, -0.086], [-0.003, 0.064, -0.066], [-0.008, 0.005, 0.013], [-0.653, 0.174, 0.133], [0.083, 0.159, 0.063], [-0.032, 0.032, -0.049], [0.006, -0.023, 0.040], [0.016, -0.501, 0.350], [0.409, 0.427, 0.117], [0.009, 0.003, -0.005], [0.000, -0.003, -0.016], [0.193, -0.140, 0.322], [-0.011, 0.031, -0.017], [-0.016, -0.036, -0.022], [0.054, -0.070, 0.035], [-0.337, 0.117, -0.361], [0.026, -0.026, -0.034], [-0.003, -0.002, -0.014], [0.049, -0.126, 0.029], [-0.366, 0.295, 0.037], [0.008, 0.009, -0.004], [0.008, -0.001, 0.023], [0.004, 0.013, -0.007], [-0.034, -0.062, 0.016], [0.022, -0.054, -0.073], [0.011, -0.004, 0.005], [-0.006, -0.012, 0.012], [-0.080, 0.130, -0.440], [0.103, 0.051, 0.122], [0.001, 0.009, -0.021], [0.415, 0.172, -0.054], [-0.022, -0.098, 0.030], [0.541, 0.641, -0.376], [0.200, 0.228, 0.026], [0.043, 0.368, -0.094], [0.298, -0.445, 0.090], [0.250, -0.025, -0.219], [-0.040, 0.066, -0.170], [-0.332, -0.363, -0.098], [-0.043, 0.109, 0.040], [-0.098, -0.408, 0.150], [-0.105, -0.374, 0.214], [0.137, -0.082, -0.093], [0.578, 0.247, -0.264], [-0.097, -0.012, -0.723], [-1.096, 0.347, 2.433], [1.227, 0.674, -0.262], [-0.082, 0.105, 0.764], [-0.224, -0.414, 0.840], [-0.127, -0.217, 0.033], [0.021, 0.053, 0.050], [0.805, -0.974, -2.645], [-0.032, -0.061, 0.006], [-0.769, 0.776, -0.345], [-1.308, 0.239, 0.922], [-0.085, -0.210, 0.136], [0.060, 0.064, -0.120], [1.025, -0.577, -0.938], [-0.027, -0.011, -0.049], [0.518, 0.947, -1.355], [-0.030, 0.252, -0.261], [0.004, -0.048, -0.011], [-0.468, 0.419, 0.101], [-0.942, -1.062, 1.285], [-0.201, -0.743, 0.129], [-0.032, -0.037, 0.042], [-0.580, 0.149, -1.359], [-0.870, -0.006, 0.595], [-0.001, -0.428, 0.586], [0.017, -0.034, 0.067], [-0.117, 0.141, -0.064], [-0.377, -0.387, -0.083], [-0.251, 0.324, 0.268], [-0.030, -0.125, 0.551], [-0.009, 0.227, -0.036], [0.043, 0.097, -0.299], [-0.054, -0.258, 0.132], [0.369, -0.083, -0.323], [0.020, -0.009, -0.189], [0.212, 0.003, 0.211], [0.032, -0.206, -0.221], [0.349, 0.170, -0.069], [0.046, 0.110, -0.347], [-0.143, 0.042, 0.016], [-0.052, -0.300, -0.101], [0.030, -0.101, 0.219], [-0.008, 0.071, 0.144], [-0.161, -0.014, 0.015], [0.192, -0.035, 0.128], [-0.038, 0.164, 0.139], [0.072, 0.064, 0.331], [0.268, -0.181, -0.127], [-0.179, -0.058, -0.026], [-0.026, -0.372, 0.319], [-0.001, -0.144, 0.299], [-0.304, 0.461, 0.245], [-0.213, 0.115, -0.089], [-0.135, 0.083, 0.084], [0.243, 0.215, -0.067], [0.526, 0.110, 0.295], [0.531, -0.156, -0.222], [0.187, 0.249, -0.405], [0.303, 0.264, 0.093]],
  "orbital_gap_ev": 4.867,
  "max_force_ev_per_a": 2.9,
  "homo_ev": -3.8,
  "total_charge": -1
}

No. 2
{
  "formula": "C24H30CrF7O29P2",
  "method": "the ωB97M-V functional and the def2-TZVPD basis",
  "species": ["Cr", "P", "P", "F", "F", "F", "F", "F", "F", "F", "O", "O", "O", "O", "O", "O", "O", "O", "O", "O", "O", "O", "O", "O", "O", "O", "O", "O", "O", "O", "O", "O", "O", "O", "O", "O", "O", "O", "O", "C", "C", "C", "C", "C", "C", "C", "C", "C", "C", "C", "C", "C", "C", "C", "C", "C", "C", "C", "C", "C", "C", "C", "C", "H", "H", "H", "H", "H", "H", "H", "H", "H", "H", "H", "H", "H", "H", "H", "H", "H", "H", "H", "H", "H", "H", "H", "H", "H", "H", "H", "H", "H", "H"],
  "xyz": [[2.168, 0.030, 1.406], [4.174, -1.950, -0.727], [0.193, 0.717, 0.391], [-0.306, 3.803, 4.790], [0.798, 4.288, -1.827], [-2.115, -2.187, 3.898], [0.951, -4.147, 3.636], [-5.249, 1.095, 0.154], [-0.724, 5.511, 2.276], [-3.459, -2.836, -2.569], [-4.647, -4.330, 1.400], [0.355, 2.395, -4.143], [-1.009, 3.865, -3.173], [-4.704, 0.549, -1.962], [2.499, 7.654, 0.294], [3.455, -1.401, 0.430], [-2.480, 1.669, 4.188], [-2.696, -3.579, 2.264], [-4.854, 2.761, -1.982], [-0.957, -6.499, 1.128], [0.585, 6.627, 0.882], [0.217, -3.338, -4.487], [-5.811, 1.577, -3.653], [-0.588, 1.654, 5.374], [3.987, -1.063, -2.014], [1.029, 1.721, 1.319], [-0.874, -1.539, -3.697], [0.974, -5.863, 2.146], [0.174, -0.427, 1.474], [5.724, -2.082, -0.576], [1.358, 0.185, -0.510], [3.636, -3.380, -1.113], [-1.289, -3.527, -2.800], [-0.652, 3.946, -5.411], [-2.468, 0.756, 6.247], [2.524, 5.857, 1.643], [-4.136, -2.144, 1.369], [-1.144, 1.199, -0.069], [-0.127, -4.416, 0.881], [-1.474, 2.256, 3.354], [-0.192, 3.382, -2.134], [-0.332, 2.515, 4.311], [-3.052, -1.353, 1.795], [1.487, -4.612, 2.470], [-2.169, -2.640, -2.167], [1.589, 4.847, 1.987], [4.377, -4.198, -2.032], [-3.764, 2.428, -1.115], [1.931, 6.780, 0.855], [1.103, -3.793, 1.250], [-0.493, 3.427, -4.360], [0.267, 5.332, 1.369], [-0.131, -5.681, 1.318], [-4.217, 1.014, -0.737], [-0.571, -2.856, -3.742], [-1.905, 1.263, 5.340], [-5.203, 1.642, -2.642], [0.390, 2.127, -2.747], [-3.896, -3.458, 1.678], [2.773, -1.126, -2.799], [-2.120, -2.313, 2.540], [-1.603, -1.275, -2.518], [6.612, -0.990, -0.846], [-2.391, -0.524, -2.483], [1.373, 1.879, -2.356], [-3.715, 3.089, -0.255], [-2.447, -0.954, 0.981], [-0.810, 3.202, -1.261], [-3.260, -0.615, 2.574], [-1.232, 1.537, 2.585], [6.272, -0.344, -1.655], [1.757, 3.822, 1.663], [1.485, 4.764, 3.073], [-1.100, -2.323, 2.177], [-0.996, -1.010, -1.645], [-2.772, 2.383, -1.561], [0.985, -2.716, 1.353], [2.967, -1.796, -3.637], [-2.160, -2.872, -1.100], [2.568, -4.635, 2.602], [6.734, -0.383, 0.049], [5.446, -4.256, -1.828], [1.933, -1.453, -2.196], [2.555, -0.144, -3.206], [0.018, 4.691, 0.525], [4.002, -5.210, -1.896], [-1.750, 3.217, 2.917], [7.560, -1.419, -1.160], [0.624, 2.326, 3.823], [1.838, -3.980, 0.464], [-3.391, 0.421, -0.357], [-0.234, 1.280, -2.450], [4.220, -3.844, -3.049]],
  "atomic_forces_ev_per_a": [[0.383, 0.265, -0.231], [-0.995, 0.667, -1.251], [0.834, -0.115, 1.681], [-0.192, 0.124, 0.006], [-0.171, 0.198, -0.105], [-0.109, 0.490, -0.057], [-0.306, -0.026, 0.021], [0.008, -0.319, 0.225], [-0.222, -0.516, -0.149], [0.217, -0.017, -0.531], [0.119, -0.208, 0.186], [-0.192, -0.049, 0.071], [0.208, 0.290, 0.053], [-0.277, -0.114, -0.048], [0.115, 0.122, -0.113], [0.005, -0.150, 1.328], [0.046, 0.070, 0.147], [0.232, -0.330, 0.151], [0.641, 0.641, -0.646], [0.123, -0.222, -0.342], [0.082, -0.510, -0.535], [-0.021, -0.129, 0.076], [-0.165, 0.017, 0.042], [0.084, -0.260, 0.013], [0.444, 0.015, 0.126], [0.559, 0.454, -0.176], [0.200, 0.650, -0.169], [-0.255, -0.184, 0.142], [-0.890, -1.404, 0.238], [-0.044, -0.078, -0.085], [-1.206, 0.646, -1.481], [0.694, 0.048, 0.708], [0.052, -0.087, -0.488], [-0.591, -0.120, -0.190], [0.022, -0.491, 0.029], [0.300, -0.610, -0.456], [-0.069, -0.057, 0.243], [0.205, -0.104, -0.679], [-0.304, 0.235, -0.620], [0.041, 0.373, 0.071], [-0.315, -0.642, -0.149], [0.354, -0.626, -0.636], [1.665, -0.139, 1.275], [0.851, 0.657, -0.646], [-0.202, -0.110, 1.053], [-1.297, -0.251, 0.997], [0.002, -0.615, -0.207], [-0.602, -0.911, 1.096], [-0.096, 0.319, 0.590], [0.169, -0.211, -0.068], [1.103, 0.294, -0.016], [1.151, 0.655, -0.016], [0.008, 0.277, 0.942], [0.992, 1.045, -0.141], [-0.242, 0.249, 0.075], [-0.218, 1.022, 0.076], [0.245, -0.236, 0.095], [-0.156, -0.334, 0.933], [-0.423, 0.693, -0.547], [-0.070, -0.235, -0.414], [-0.198, -1.259, -0.562], [-0.737, -0.801, 1.869], [0.422, 0.420, -0.117], [0.038, 0.062, -1.232], [0.205, 0.283, -0.369], [-0.303, 0.130, -0.067], [-0.438, 0.314, -0.168], [0.162, 0.090, 0.164], [-0.757, 0.373, -0.593], [0.336, -0.024, -0.194], [-0.316, -0.204, 0.020], [0.779, 0.178, -0.639], [0.036, 0.445, 0.007], [0.080, 0.240, 0.194], [0.747, 0.128, -0.493], [-0.248, 0.114, -0.551], [-0.300, -0.035, 0.306], [-0.144, -0.097, 0.092], [0.083, 0.064, -0.049], [-0.036, -0.390, 0.113], [0.063, -0.119, 0.063], [-0.059, 0.442, 0.243], [-0.019, 0.047, 0.029], [0.141, 0.139, 0.251], [-0.848, 0.059, 0.223], [-0.239, 0.086, -0.234], [-0.568, -0.215, 0.059], [0.020, -0.080, 0.220], [0.089, -0.134, 0.337], [0.000, 0.027, 0.029], [-0.275, -0.332, 0.015], [-0.161, 0.022, -0.433], [-0.083, -0.085, -0.029]],
  "s2": 6.020,
  "orbital_gap_ev": [7.003, 7.942],
  "max_force_ev_per_a": 2.2,
  "homo_ev": [-6.2, -7.2],
  "total_charge": -1,
  "multiplicity": 5,
  "relative_energy_kcal_mol": 21.7
}

No. 3
{
  "formula": "C24H30F3N3O4",
  "method": "the ωB97M-V functional and the def2-TZVPD basis",
  "species": ["F", "F", "F", "O", "O", "O", "O", "N", "N", "N", "C", "C", "C", "C", "C", "C", "C", "C", "C", "C", "C", "C", "C", "C", "C", "C", "C", "C", "C", "C", "C", "C", "C", "C", "H", "H", "H", "H", "H", "H", "H", "H", "H", "H", "H", "H", "H", "H", "H", "H", "H", "H", "H", "H", "H", "H", "H", "H", "H", "H", "H", "H", "H", "H"],
  "xyz": [[4.180, 2.751, 0.550], [2.405, 1.602, 0.180], [4.008, 1.601, -1.254], [0.287, 1.702, -2.179], [2.864, -3.392, -0.746], [1.061, -0.753, -2.285], [-2.796, 2.020, 1.906], [3.130, -1.111, -0.676], [-3.540, -0.109, 2.085], [-5.177, -0.427, -0.167], [-5.996, -0.274, 2.153], [-0.012, 3.076, -2.110], [-1.691, 0.345, 0.629], [4.365, 0.394, 0.761], [-0.266, 0.884, -1.248], [-5.647, 0.963, -2.226], [1.641, -2.030, -2.306], [-4.724, 0.224, 2.840], [-4.446, -2.765, -0.382], [-1.185, 1.264, -0.289], [-6.116, 0.242, 0.714], [2.611, -2.279, -1.143], [-4.633, 0.410, -1.217], [3.751, 1.578, 0.074], [0.164, -0.460, -1.286], [-1.229, -0.961, 0.610], [5.269, 0.606, 1.794], [5.845, -0.465, 2.448], [-0.299, -1.357, -0.341], [4.618, -1.980, 1.040], [-2.717, 0.846, 1.591], [4.028, -0.911, 0.367], [5.514, -1.755, 2.067], [-5.574, -1.755, -0.605], [0.583, 3.544, -2.893], [0.062, -2.373, -0.324], [0.268, 3.495, -1.139], [-5.128, 1.546, -2.982], [-1.534, 2.281, -0.215], [-7.159, 0.121, 0.375], [-5.844, -1.759, -1.669], [6.546, -0.292, 3.249], [-4.705, -3.721, -0.830], [-1.073, 3.267, -2.297], [-5.884, 1.309, 0.712], [0.894, -2.833, -2.329], [-6.857, 0.064, 2.730], [-3.877, -0.178, -1.746], [-4.274, -2.922, 0.681], [5.515, 1.616, 2.081], [5.958, -2.599, 2.573], [-4.653, -0.216, 3.843], [-3.524, -2.406, -0.831], [4.363, -2.984, 0.747], [-6.185, 0.159, -2.723], [2.216, -2.073, -3.237], [-1.553, -1.678, 1.347], [-3.568, -0.993, 1.602], [-6.371, 1.606, -1.730], [-6.002, -1.366, 2.148], [-4.120, 1.247, -0.735], [-4.738, 1.313, 2.941], [-6.457, -2.075, -0.046], [2.778, -0.290, -1.156]],
  "atomic_forces_ev_per_a": [[0.182, 0.038, 0.205], [-0.137, -0.192, 0.072], [0.075, -0.195, -0.158], [0.011, -0.423, 0.062], [0.001, -0.275, -0.021], [-0.181, 0.333, 0.106], [-0.010, 0.335, -0.112], [-0.153, 0.349, -0.317], [0.186, -0.155, 0.260], [-0.242, -0.069, -0.120], [0.199, 0.308, -0.200], [-0.051, 0.251, 0.019], [0.269, -0.121, -0.177], [-0.020, 0.055, -0.022], [0.054, -0.128, -0.038], [0.184, -0.181, 0.242], [0.021, -0.429, -0.077], [-0.223, 0.002, 0.257], [-0.325, 0.114, -0.177], [0.100, 0.052, -0.103], [-0.114, -0.213, 0.224], [-0.248, 0.298, -0.171], [-0.070, 0.092, -0.161], [-0.094, 0.317, -0.067], [-0.022, 0.134, -0.087], [-0.168, 0.265, 0.089], [-0.118, -0.055, -0.145], [0.050, -0.045, 0.065], [0.194, -0.048, -0.286], [-0.106, -0.167, -0.119], [0.002, -0.373, 0.215], [0.355, 0.000, 0.406], [0.022, 0.229, 0.031], [0.265, -0.157, 0.056], [-0.065, 0.011, 0.071], [0.056, -0.110, -0.035], [-0.016, -0.007, -0.023], [0.006, 0.091, -0.118], [-0.019, 0.125, -0.020], [0.059, 0.113, -0.025], [-0.108, 0.009, 0.049], [0.071, 0.014, 0.085], [0.053, -0.177, -0.027], [0.033, -0.009, 0.023], [-0.049, 0.070, -0.029], [0.129, 0.094, 0.093], [-0.028, -0.082, 0.069], [0.086, 0.078, 0.011], [0.042, -0.028, 0.147], [-0.004, 0.056, -0.002], [0.033, -0.089, 0.038], [-0.045, 0.148, -0.051], [0.125, 0.013, -0.050], [0.007, -0.005, -0.001], [-0.079, -0.039, -0.087], [-0.087, -0.042, 0.137], [-0.054, -0.063, 0.081], [0.070, 0.192, -0.113], [-0.097, 0.090, 0.009], [-0.114, -0.109, 0.015], [0.083, -0.017, -0.077], [-0.019, -0.141, 0.046], [-0.021, 0.039, -0.069], [0.063, -0.171, 0.104]],
  "smiles": "CCN(CC)CCCNC(=O)c1ccc(OCC(=O)Nc2ccccc2C(F)(F)F)c(OC)c1",
  "orbital_gap_ev": 8.798,
  "max_force_ev_per_a": 0.5,
  "homo_ev": -8.1,
  "total_charge": 0,
  "relative_energy_kcal_mol": 4.4
}